(1)
The following is a DFT calculation (ωB97M-V/def2-TZVPD) of C21H38BrClIN5O4P as an isolated structure at a distorted geometry.

Geometry as XYZ:
```
72
Properties=species:S:1:pos:R:3:forces:R:3
C 4.37920 -0.19686 -2.30295 0.92 -1.06 -0.55
C 2.84583 -0.54895 -2.30616 0.33 0.35 -1.15
C 1.87101 0.14521 -1.26600 0.12 0.24 -1.32
I 2.69646 2.22991 -1.50204 -0.43 0.07 0.40
O 0.60472 0.28694 -1.89909 -0.64 0.62 1.43
C -0.48496 -0.50511 -1.51382 0.12 -0.72 -1.03
Cl -0.00068 -2.09796 -2.40271 -0.12 -0.02 0.69
C -1.74852 -0.08787 -2.34523 -0.44 1.05 -1.04
C -2.05318 1.43749 -2.56385 -0.45 0.16 -1.21
C -1.07079 2.15089 -3.60529 -0.64 -0.09 -0.61
O -0.61265 3.43628 -3.16020 -0.43 -0.86 0.27
C -0.74230 -0.74086 0.08284 -2.53 -1.29 -2.23
C -1.05898 -2.27302 0.22181 0.84 -1.20 3.11
C -2.30039 -3.06259 -0.30347 -2.11 -0.91 -0.04
N -2.74068 -3.09934 -1.69879 -0.11 0.12 -0.37
C -2.15098 -0.13967 0.53876 -1.36 0.60 -0.56
N -2.41874 -0.18069 1.97774 0.16 0.06 0.31
C -3.38391 0.86153 2.42792 0.11 -0.20 -0.28
N 0.41692 -0.16215 0.90182 0.18 0.43 0.61
C 0.16912 1.33377 1.11590 0.06 3.26 1.33
C -0.30078 2.42030 0.13564 -1.02 2.40 -0.92
C 0.33563 3.85667 0.51866 0.54 -0.92 0.39
O 0.13924 4.74808 -0.57516 0.26 -0.14 0.79
C 0.57333 -0.65712 2.31948 0.87 -1.49 5.90
C 0.56311 -2.02368 2.84495 -0.09 0.76 -1.29
C 0.77888 -2.37218 4.22481 -0.20 0.29 -0.84
N 1.01956 -1.50939 5.22195 -0.08 0.63 -1.29
C 1.10195 -0.21039 4.84342 -0.31 -1.07 -1.32
C 0.91218 0.20538 3.47916 -0.16 0.96 -0.76
C 1.78660 -0.39509 0.20078 2.94 0.37 -1.38
N 2.85061 0.28846 0.97119 -1.05 -0.43 0.54
P 2.51642 -2.19045 0.49973 -0.13 -1.78 0.26
O 2.21399 -3.24816 -0.75314 0.23 0.80 0.80
Br 4.81773 -2.16251 0.41122 -0.64 0.22 -0.30
H 4.91751 -1.13779 -2.62059 -0.51 0.86 0.43
H 4.68564 0.55139 -3.08144 -0.63 -0.47 0.93
H 4.83899 0.08327 -1.33139 -0.47 -0.08 -0.68
H 2.48408 -0.13013 -3.29122 0.06 -0.43 1.11
H 2.73332 -1.64553 -2.44534 -0.24 0.71 0.74
H -2.70617 -0.56218 -2.03688 1.14 0.08 0.23
H -1.60863 -0.45976 -3.39888 0.13 0.15 1.20
H -2.23704 2.04614 -1.64977 0.50 -0.46 -0.61
H -3.04427 1.45426 -3.10726 0.82 -0.21 0.75
H -0.22146 1.47718 -3.89845 -0.51 0.92 0.69
H -1.62396 2.33829 -4.57281 0.29 -0.45 0.92
H -1.41220 3.86658 -2.80655 0.66 0.09 -0.16
H -1.34240 -2.34330 1.32140 0.51 0.04 -1.05
H -0.17538 -2.96823 0.17175 -0.61 1.07 -0.49
H -2.12505 -4.13891 -0.01201 0.24 1.20 -0.10
H -3.24043 -2.81228 0.28081 1.30 0.12 -0.05
H -2.96445 -4.04057 -2.01313 0.29 0.26 0.17
H -3.57680 -2.54276 -1.87726 0.38 -0.19 0.25
H -3.01512 -0.68965 0.06208 1.41 0.04 -0.08
H -2.37204 0.87493 0.13818 0.81 -0.49 0.58
H -2.79163 -1.09046 2.24626 0.23 0.28 -0.21
H -2.80604 1.72244 2.85381 -0.77 -0.54 -0.42
H -4.00389 1.16522 1.54110 0.31 0.11 0.99
H -4.06302 0.43332 3.21082 0.71 0.51 -0.67
H -0.55299 1.47963 1.96669 0.70 -1.09 -0.86
H 1.09847 1.83304 1.50629 -0.46 -1.51 -0.48
H -1.38655 2.71185 0.27307 0.86 -1.02 -0.13
H -0.16598 2.40030 -0.96066 0.26 -0.65 0.71
H 1.43432 3.77336 0.71289 -0.83 -0.19 0.01
H -0.13807 4.23086 1.46757 0.26 -0.13 -0.92
H 1.02539 5.02953 -0.85442 -0.59 -0.08 -0.11
H 0.42026 -2.84584 2.12419 0.07 0.45 0.94
H 0.74771 -3.45484 4.49708 -0.01 1.06 -0.33
H 1.33606 0.51515 5.65821 -0.26 -0.51 -1.05
H 1.03670 1.31031 3.37501 -0.16 -1.24 -0.03
H 3.70463 0.40397 0.43322 -0.34 0.14 -0.26
H 3.12072 -0.24156 1.80561 -0.22 0.15 -0.07
H 2.46482 -4.13411 -0.42783 -0.09 0.29 -0.22
```
Positions in Å, forces in eV/Å.

Output
Orbital gap (eV): 8.5
LUMO level (eV): -3.2
Net charge: +1
2S+1: 1
Strongest force on any atom (eV/Å): 6.15
Energy (eV): -137975.21337

These are the Mulliken partial charges, in e, on atoms 1 to 8: C -1.585; C 0.179; C -3.018; I 0.155; O 0.822; C 0.619; Cl -0.210; C -1.054

---

(2)
The following is a DFT calculation (ωB97M-V/def2-TZVPD) of a 3-piece molecular cluster, C21H38F6N2O8P2 overall at a distorted geometry.

Geometry as XYZ:
```
77
Properties=species:S:1:pos:R:3:forces:R:3
N 7.98224 -1.89172 0.59053 -0.05 -0.08 -0.23
C 7.38972 -0.97853 0.23013 -0.15 0.08 0.71
C 6.63195 0.24310 -0.08901 0.29 0.02 -0.76
F 7.55834 1.20914 -0.43537 -0.04 -0.03 0.11
C 5.69440 -0.02206 -1.29461 0.29 0.15 0.02
C 5.47743 1.26083 -1.97879 -0.66 -0.01 0.30
N 5.12564 2.26680 -2.40481 0.28 -0.04 -0.18
C 4.37945 -0.71638 -0.84747 0.00 -0.02 -0.02
C 3.10172 0.10117 -1.05864 0.43 -0.29 -0.11
C 1.86178 -0.69083 -0.61799 -0.06 0.30 -0.44
C 0.86635 0.08387 0.23436 0.02 -0.46 0.14
F 0.34162 -0.74632 1.17562 -0.19 0.08 -0.07
F 1.42146 1.12411 0.90472 0.11 0.02 -0.01
C -0.30632 0.66898 -0.57983 0.61 0.31 0.65
F 0.19768 1.49247 -1.50655 -0.17 -0.02 -0.22
F -1.10918 1.37534 0.21774 -0.21 -0.02 -0.11
F -1.00430 -0.29002 -1.16773 -0.24 -0.10 -0.20
H 6.07874 0.60273 0.77809 -0.03 -0.07 0.05
H 6.23659 -0.67490 -1.97920 0.01 0.05 -0.05
H 4.28641 -1.65702 -1.39012 0.04 -0.05 0.06
H 4.48591 -0.96994 0.21091 -0.08 -0.07 0.00
H 3.02752 0.30311 -2.12611 -0.07 0.25 0.03
H 3.20979 1.05665 -0.55046 -0.22 0.03 0.04
H 2.10621 -1.61841 -0.10263 0.07 0.12 0.24
H 1.33032 -0.99864 -1.52016 -0.06 -0.17 0.09
C 2.12827 -7.78593 -2.50594 -0.16 -0.04 0.03
C 1.91450 -6.36586 -2.98866 0.49 0.08 -0.09
O 0.55375 -6.10663 -3.34062 -0.36 -0.22 0.61
P -0.49023 -5.46133 -2.28577 0.07 1.60 -3.68
O 0.25589 -4.58043 -1.36610 -0.63 -1.34 1.28
O -1.42913 -4.52893 -3.20650 0.09 -0.58 0.39
C -1.50094 -3.12221 -2.98559 0.15 0.44 -0.01
C -0.46306 -2.38956 -3.81478 0.05 -0.01 -0.18
O -1.57424 -6.63193 -2.24841 0.46 0.29 1.54
C -1.26174 -7.95087 -1.78274 -0.03 -0.45 0.11
C -0.80213 -7.97443 -0.33891 -0.05 0.17 0.04
H 1.58632 -7.97455 -1.57737 0.09 0.01 -0.02
H 3.18776 -7.96201 -2.31653 0.01 0.04 -0.02
H 1.78913 -8.50622 -3.25138 0.02 0.01 -0.02
H 2.26138 -5.65073 -2.24076 -0.16 0.04 0.02
H 2.49746 -6.19778 -3.89513 -0.08 0.02 -0.04
H -1.39530 -2.89428 -1.92577 0.13 -0.10 0.02
H -2.50157 -2.80510 -3.28174 -0.02 -0.17 -0.04
H 0.51750 -2.85993 -3.73047 -0.01 -0.01 0.18
H -0.37850 -1.34823 -3.49970 -0.06 0.00 -0.02
H -0.73510 -2.40636 -4.87099 0.00 0.01 0.01
H -0.53421 -8.41293 -2.45260 0.08 0.20 0.00
H -2.18360 -8.52216 -1.88433 -0.05 0.12 -0.06
H 0.02201 -7.27581 -0.16845 0.00 -0.07 0.00
H -0.46839 -8.97542 -0.06533 0.01 -0.02 -0.02
H -1.61590 -7.68917 0.32782 0.01 0.02 -0.01
C -5.01263 3.71880 2.00349 0.16 0.00 -0.02
C -5.14668 4.85584 2.99636 -0.51 -0.03 0.02
O -3.91370 5.15596 3.65324 0.46 0.08 -0.57
P -2.91782 6.30772 3.10235 -0.80 0.04 3.94
O -3.72336 7.35244 2.44429 1.05 -0.63 -1.57
O -2.29289 6.93899 4.44733 0.05 -0.40 -0.55
C -2.48518 8.31308 4.78085 -0.16 0.34 0.12
C -3.72365 8.50788 5.63330 -0.02 -0.14 0.15
O -1.61985 5.41661 2.83713 -0.32 0.78 -1.38
C -1.61190 4.35025 1.87989 0.16 -0.40 -0.28
C -1.90030 4.81826 0.46771 0.01 0.19 0.02
H -4.34641 3.98695 1.18142 -0.10 -0.01 0.01
H -5.98734 3.47565 1.57862 -0.02 0.03 0.03
H -4.61594 2.82433 2.48562 -0.02 0.00 0.02
H -5.54939 5.74524 2.50902 0.15 0.07 0.03
H -5.84625 4.57132 3.78344 0.07 0.02 0.06
H -2.52921 8.92486 3.88067 -0.10 -0.12 -0.09
H -1.59731 8.61888 5.33602 0.03 -0.12 -0.02
H -4.57879 7.98296 5.20786 0.00 0.09 -0.14
H -3.97035 9.56707 5.71757 0.02 0.00 0.00
H -3.56473 8.11038 6.63697 0.00 0.00 -0.01
H -2.29728 3.56357 2.20089 -0.12 0.17 0.05
H -0.61114 3.92132 1.92178 0.02 0.10 0.13
H -2.82261 5.40407 0.41604 0.01 -0.07 -0.01
H -1.99527 3.96177 -0.19952 -0.01 -0.02 0.01
H -1.09142 5.45104 0.10178 -0.01 0.01 0.01
```
Positions in Å, forces in eV/Å.

Output
Orbital gap (eV): 10.8
LUMO level (eV): 0.3
2S+1: 1
SMILES: N#C[C@@H](F)[C@H](C#N)CCCC(F)(F)C(F)(F)F.CCOP(=O)(OCC)OCC.CCOP(=O)(OCC)OCC
Strongest force on any atom (eV/Å): 4.02
Energy (eV): -76640.42002

These are the Mulliken partial charges, in e, on atoms 1 to 8: N -0.376; C 0.081; C 0.155; F -0.287; C 0.213; C -0.018; N -0.490; C -0.885

---

(3)
The following is a DFT calculation (ωB97M-V/def2-TZVPD) of C21H39AlBr2Cl4F4N3O11S2 as an isolated structure at a distorted geometry.

Geometry as XYZ:
```
87
Properties=species:S:1:pos:R:3:forces:R:3
C -3.69184 3.75276 -1.69259 0.87 -0.85 -0.45
C -2.50827 2.86074 -1.85331 -0.48 0.31 1.92
O -1.91920 2.36155 -0.91393 0.04 -0.12 -1.13
O -2.02993 2.60706 -3.15538 0.20 0.04 0.26
C -2.48767 1.41129 -3.66516 -0.46 0.23 -0.57
N -2.19993 0.31777 -2.73246 0.68 0.36 -0.22
C -2.98196 -0.48847 -2.12997 0.09 -0.33 -0.02
C -4.43045 -0.62419 -2.20268 0.01 0.52 -0.95
C -5.13489 0.21585 -1.12696 -0.51 -0.82 0.79
C -5.17900 -0.51994 0.27151 0.73 3.61 -0.19
S -4.43715 0.66542 1.49761 -0.12 -0.60 0.62
C -2.20735 -1.37894 -1.21751 0.86 1.63 1.95
C -0.83533 -0.66855 -1.06584 0.38 -0.10 -0.67
C -0.79026 0.07253 -2.39976 1.15 -0.95 -0.03
H -4.25867 3.41375 -0.83214 -0.11 0.00 0.08
H -4.28994 3.85346 -2.58911 -0.14 0.52 0.01
H -3.28842 4.72954 -1.41467 -0.35 0.43 -0.36
H -3.54791 1.43599 -3.91906 -0.20 -0.11 0.33
H -1.94432 1.22650 -4.58865 0.17 -0.12 0.00
H -4.79620 -0.35585 -3.19165 -0.04 0.13 -0.06
H -4.63635 -1.68678 -2.08862 -0.42 0.00 0.08
H -4.69249 1.19777 -0.99014 0.23 -0.02 -0.20
H -6.15263 0.37486 -1.46587 -0.14 -0.06 -0.02
H -6.21069 -0.79654 0.54136 1.08 0.65 0.53
H -4.60231 -1.42419 0.16017 -0.04 0.25 0.56
H -3.11370 0.44835 1.34049 -0.20 -0.02 -0.29
H -2.15236 -2.42443 -1.51775 -0.04 0.01 -0.23
H -2.66541 -1.21777 -0.20161 0.16 -0.45 -0.87
H 0.02834 -1.32216 -1.01103 -0.13 -0.37 -0.09
H -0.76394 -0.05773 -0.17136 -0.44 0.43 -0.15
H -0.43959 -0.68391 -3.10999 -0.15 0.05 -0.28
H -0.07058 0.88472 -2.55743 -1.23 0.23 0.68
O 2.12843 -0.76639 -2.56759 -0.84 1.83 -2.94
H 2.30411 0.16597 -2.37582 1.21 -0.02 3.37
Al -3.73221 -3.06793 0.18508 -1.44 -1.59 0.45
C -0.18787 5.27784 1.79092 -0.07 0.08 0.11
O 0.67836 6.12058 1.73996 0.15 -0.11 -0.24
N -0.47598 4.43781 0.73576 0.08 -0.09 0.14
N -0.95244 5.08684 2.91202 0.04 -0.12 0.12
H -1.18462 3.73018 0.75606 -0.07 0.05 -0.04
H 0.06689 4.55905 -0.09673 -0.01 0.08 -0.02
H -0.76551 5.68864 3.69498 0.01 0.11 -0.07
H -1.67719 4.40020 2.98250 -0.06 0.04 -0.07
Br -6.68816 -2.36093 -0.81053 -0.73 -2.91 -1.04
C 2.50889 9.54178 2.74095 0.07 -0.28 -0.49
F 3.35922 10.52955 2.38972 -0.11 -0.36 -0.07
F 1.70584 9.33498 1.68626 -0.13 0.15 0.18
F 3.25029 8.43090 2.87301 0.05 -0.04 0.25
S 1.57961 9.96171 4.27754 -0.61 0.03 0.81
O 0.86342 11.17096 3.93058 0.23 0.15 -0.35
O 2.61411 10.14319 5.27569 0.35 0.02 -0.26
O 0.73836 8.80643 4.49116 0.05 -0.23 -0.20
C -0.21214 -4.90539 1.72747 -0.06 0.00 -0.05
O 0.18076 -4.95736 0.36609 -0.02 0.15 0.11
C 1.12814 -3.95239 0.02334 -0.17 -0.20 -0.31
C 2.53468 -4.50532 -0.04020 0.26 0.24 0.25
O 2.98682 -4.90778 1.23610 -0.24 -0.12 0.02
C 2.92077 -6.31787 1.43412 0.13 0.19 0.15
H -0.74134 -5.82779 1.96057 -0.03 0.00 -0.07
H 0.64482 -4.81532 2.39673 0.02 0.04 -0.02
H -0.89072 -4.05639 1.89045 0.05 -0.01 0.12
H 1.07781 -3.11526 0.72773 0.05 -0.03 0.06
H 0.85336 -3.57815 -0.97034 0.04 0.01 -0.01
H 3.20572 -3.71236 -0.38681 -0.03 0.01 -0.07
H 2.59220 -5.33268 -0.75446 -0.08 -0.01 -0.01
H 3.72110 -6.80963 0.88726 -0.02 -0.04 -0.03
H 1.95838 -6.72882 1.12108 0.01 0.01 -0.04
H 3.05396 -6.51202 2.49651 0.03 0.05 0.01
C 5.17260 13.65484 2.32818 -0.24 -0.12 0.19
Cl 5.93605 12.39273 1.34933 0.04 0.02 -0.03
Cl 6.39989 14.38917 3.38358 0.06 0.04 -0.02
Cl 4.51693 14.90477 1.25188 0.04 0.05 -0.04
Cl 3.88910 12.96537 3.29245 0.18 0.52 0.12
Br 1.87507 0.81275 -3.95698 0.30 -1.64 -0.81
F -5.00198 5.86458 -2.35520 0.02 -0.24 -0.07
O 3.39734 -9.70785 2.01405 0.06 0.25 0.10
C 3.51960 -9.90361 0.84392 -0.26 -0.30 0.12
O 3.60831 -8.89829 -0.06524 0.08 -0.26 -0.18
C 3.63609 -9.44185 -1.39734 0.05 -0.08 -0.17
C 4.11605 -10.87726 -1.23386 -0.04 -0.16 0.02
C 3.55516 -11.24559 0.13769 0.39 0.19 -0.43
H 2.62863 -9.38520 -1.81551 -0.01 -0.01 0.03
H 4.30669 -8.84744 -2.01336 -0.03 0.15 0.12
H 3.78967 -11.53338 -2.03819 -0.05 0.06 -0.02
H 5.20608 -10.90173 -1.20266 0.00 0.03 -0.02
H 2.53822 -11.63477 0.07344 0.00 -0.03 0.11
H 4.19301 -11.94451 0.67014 -0.19 -0.04 0.19
```
Positions in Å, forces in eV/Å.

Output
Orbital gap (eV): 2.1
LUMO level (eV): -2.9
Net charge: -1
2S+1: 1
Strongest force on any atom (eV/Å): 3.69
Energy (eV): -278706.82427

These are the Mulliken partial charges, in e, on atoms 1 to 8: C -1.122; C 0.753; O -0.416; O -0.323; C -0.642; N 0.065; C 1.056; C -1.398